This record from the OMol25 dataset describes a 10-piece molecular cluster, C42H84O28P4 overall. The level of theory is ωB97M-V/def2-TZVPD.

Each line ends with the Mulliken charge.
Atoms and positions in Å:
C1 -8.6334 -0.1123 2.2513  -0.5632
O1 -8.1005 -0.8354 1.1407  -0.2939
P1 -6.6793 -1.5998 1.3417  0.9458
O2 -6.6559 -2.7426 2.2793  -0.6970
O3 -5.6378 -0.3747 1.6896  -0.1711
C2 -5.4128 0.1224 2.9909  -0.8903
O4 -6.2413 -1.9609 -0.1743  -0.3349
C3 -5.9919 -0.9660 -1.1649  -0.6263
H1 -9.3523 0.5702 1.7980  0.2361
H2 -7.8335 0.4822 2.6928  0.2627
H3 -9.1323 -0.8809 2.8415  0.2549
H4 -4.3609 0.0481 3.2668  0.2908
H5 -6.0423 -0.1854 3.8258  0.3743
H6 -5.5271 1.2034 3.0713  0.3713
H7 -4.9781 -1.0616 -1.5537  0.2922
H8 -6.1062 0.0537 -0.7972  0.2601
H9 -6.7740 -0.9545 -1.9240  0.2877
C4 -1.9325 4.2965 6.2924  -0.4158
O5 -1.9231 3.0416 6.9823  -0.3307
P2 -0.6854 1.9285 6.9557  0.9527
O6 -0.3249 1.3143 5.6496  -0.5316
O7 0.4835 2.7315 7.7294  -0.2956
C5 1.3470 3.6560 7.0995  -0.7448
O8 -1.1605 0.9098 8.1336  -0.3475
C6 -2.5301 0.5053 8.2152  -0.6338
H10 -0.8950 4.4766 6.0108  0.1330
H11 -2.3379 5.0973 6.9109  0.2347
H12 -2.4829 4.2631 5.3521  0.2285
H13 1.1085 4.6933 7.3346  0.3154
H14 1.2241 3.6141 6.0173  0.3230
H15 2.4098 3.5004 7.2850  0.2790
H16 -2.5684 -0.5579 7.9781  0.2692
H17 -3.2658 1.0319 7.6072  0.2922
H18 -2.9489 0.6691 9.2082  0.2687
C7 8.1875 -2.6952 -0.8033  -0.7138
O9 8.6041 -3.9342 -0.1906  -0.2808
P3 7.9909 -4.6088 1.1519  0.9374
O10 8.1889 -3.8444 2.4655  -0.6583
O11 6.4671 -4.9648 0.6740  -0.2561
C8 5.7711 -5.9094 1.3510  -0.6277
O12 8.7176 -6.0376 1.2262  -0.2891
C9 10.1583 -6.2599 1.3222  -0.6784
H19 9.0096 -2.0424 -1.0966  0.3138
H20 7.4136 -2.1145 -0.3014  0.3046
H21 7.8315 -2.8585 -1.8205  0.2866
H22 5.6373 -6.8169 0.7621  0.2499
H23 4.7954 -5.5238 1.6470  0.2346
H24 6.3283 -6.2566 2.2211  0.3213
H25 10.3676 -6.9129 0.4749  0.2738
H26 10.3714 -6.8560 2.2095  0.2802
H27 10.8420 -5.4154 1.2355  0.3022
C10 -2.0163 -5.5683 -6.6823  -0.6176
O13 -2.2455 -6.9717 -6.5728  -0.3383
P4 -3.3874 -7.5812 -5.5934  0.9991
O14 -4.7096 -6.9586 -5.8679  -0.6445
O15 -3.1837 -9.1931 -5.7390  -0.3053
C11 -3.9326 -10.0942 -4.9535  -0.6934
O16 -2.8137 -7.3789 -4.0354  -0.2758
C12 -2.9445 -6.1804 -3.2256  -0.7398
H28 -2.2765 -5.1051 -7.6341  0.2593
H29 -0.9542 -5.4101 -6.4949  0.2562
H30 -2.6446 -5.0060 -5.9915  0.2774
H31 -4.1420 -11.0315 -5.4691  0.2771
H32 -4.9225 -9.7382 -4.6681  0.3338
H33 -3.4470 -10.3077 -4.0012  0.2764
H34 -2.1895 -5.4516 -3.5204  0.2877
H35 -2.8819 -6.3287 -2.1475  0.2995
H36 -3.8608 -5.5904 -3.2078  0.3490
O17 -5.0964 3.4091 -4.7307  -0.5152
C13 -4.4479 4.3772 -5.5039  0.3341
C14 -3.0625 4.4684 -5.4868  -0.5142
C15 -2.4509 5.2633 -6.3695  -0.5327
C16 -3.2254 6.0800 -7.1602  0.7150
O18 -2.5652 6.9528 -8.0763  -0.5437
C17 -4.5795 6.1266 -7.0644  -0.4518
C18 -5.2269 5.3013 -6.2030  -0.6579
H37 -5.9165 3.1470 -5.1553  0.3068
H38 -2.6425 3.8429 -4.7130  0.4669
H39 -1.3714 5.2660 -6.4035  0.4290
H40 -3.1672 7.6712 -8.2838  0.2856
H41 -5.1906 6.7921 -7.6561  0.2974
H42 -6.3027 5.3724 -6.1393  0.3792
O19 -0.2114 -0.8067 -3.1599  -0.4955
C19 0.4431 -0.4943 -2.0315  0.0986
C20 -0.1844 0.3191 -1.0696  -0.4423
C21 0.4722 0.7254 0.0750  -0.5224
C22 1.7251 0.2629 0.3402  0.4291
O20 2.3041 0.5071 1.5634  -0.4998
C23 2.3713 -0.6278 -0.6021  -0.5718
C24 1.7812 -0.9021 -1.8579  -0.4533
H43 -0.0346 -0.2060 -3.8876  0.3047
H44 -1.2273 0.5995 -1.0621  0.4459
H45 0.0134 1.4450 0.7369  0.4817
H46 1.6740 0.3964 2.2791  0.2613
H47 3.3532 -0.9996 -0.3491  0.5039
H48 2.2254 -1.4741 -2.6591  0.4575
O21 8.2751 7.3779 5.1879  -0.5283
C25 7.8264 6.0955 5.1651  0.6911
C26 7.3757 5.5788 3.9692  -0.5103
C27 6.7948 4.3032 3.8928  -0.5764
C28 6.6968 3.5508 5.0503  0.6422
O22 6.3026 2.2307 4.9823  -0.5334
C29 7.1766 4.1030 6.2909  -0.6214
C30 7.6397 5.4301 6.3206  -0.4096
H49 8.0104 7.6916 4.3201  0.2853
H50 7.3278 6.1271 3.0399  0.2287
H51 6.3836 3.9116 2.9742  0.2828
H52 5.8205 1.9706 4.1939  0.2775
H53 7.1282 3.3891 7.0999  0.3849
H54 7.9402 5.7764 7.2985  0.3898
C31 -3.6658 -0.1320 -8.7491  -0.7918
O23 -2.3286 -0.5431 -8.9405  -0.2950
C32 -1.5543 0.5184 -9.3270  -0.4281
C33 -0.1374 0.0256 -9.2732  -0.5880
O24 0.2091 -0.2397 -7.9151  -0.2320
C34 1.5597 -0.7289 -7.8347  -0.8266
H55 -3.9249 0.8782 -9.0659  0.3714
H56 -3.9355 -0.2019 -7.6953  0.2537
H57 -4.3147 -0.8316 -9.2759  0.2519
H58 -1.6689 1.4546 -8.7807  0.3852
H59 -1.6697 0.7148 -10.3930  0.3167
H60 0.3913 0.8552 -9.7427  0.3614
H61 -0.0239 -0.8736 -9.8786  0.3275
H62 2.2742 -0.0608 -8.3155  0.3327
H63 1.6763 -1.7413 -8.2215  0.3218
H64 2.0370 -0.6786 -6.8561  0.2400
C35 1.4692 5.9512 1.8795  -0.7057
O25 0.6705 7.1584 1.7750  -0.3646
C36 0.0313 7.2388 0.4673  -0.6578
C37 -1.4630 6.8396 0.4542  -0.4284
O26 -1.4905 5.4356 0.7253  -0.1846
C38 -2.7832 4.9841 0.7286  -0.7960
H65 2.4255 6.0559 1.3670  0.3154
H66 1.0631 5.0236 1.4762  0.2634
H67 1.9130 5.9587 2.8750  0.2983
H68 0.6250 6.8541 -0.3619  0.3532
H69 0.0308 8.3162 0.3019  0.3747
H70 -1.9547 7.0550 -0.4945  0.3647
H71 -1.9915 7.3485 1.2603  0.3281
H72 -2.8376 3.9191 0.9546  0.2054
H73 -3.1743 5.0648 -0.2856  0.3315
H74 -3.4764 5.4162 1.4503  0.3058
C39 0.3401 -3.7558 3.1072  -0.6769
O27 0.4543 -4.8174 4.0574  -0.3508
C40 -0.1188 -4.2752 5.2337  -0.4083
C41 0.2630 -5.1132 6.4722  -0.6427
O28 1.6612 -5.1567 6.6533  -0.3698
C42 2.2012 -3.8206 6.7570  -0.6743
H75 -0.6831 -3.4028 2.9788  0.3275
H76 0.6004 -4.2928 2.1951  0.2679
H77 1.0602 -2.9918 3.4004  0.2762
H78 -1.1996 -4.3137 5.0978  0.3718
H79 0.2493 -3.2548 5.3408  0.3352
H80 -0.1243 -6.1307 6.4187  0.3601
H81 -0.1444 -4.6111 7.3497  0.3857
H82 3.1376 -3.9608 7.2970  0.2561
H83 1.5378 -3.1615 7.3170  0.3335
H84 2.4384 -3.3579 5.7990  0.2087

Force components x, y, z for each atom (eV/Å):
-0.3 -0.2 -0.9
1.6 -0.8 -0.7
0.5 0.3 -0.5
-0.1 1.3 -0.9
-1.1 -0.9 -0.2
0.8 1.2 1.2
-0.5 0.3 1.6
-0.5 1.2 0.0
-0.1 0.0 0.3
-0.4 -0.2 0.5
0.1 0.6 0.7
0.0 -0.8 -0.1
-0.1 -1.0 -0.4
-0.4 0.4 -0.9
-0.2 -0.3 -0.1
0.3 0.0 0.6
0.2 -0.8 -0.3
1.2 -0.5 -0.6
0.4 -1.6 0.1
-0.6 0.8 0.5
-0.5 1.0 1.4
-0.6 -1.0 0.1
0.2 0.6 -1.5
0.2 1.7 -1.3
-0.8 -0.6 0.2
-0.1 0.7 0.0
0.1 -0.3 0.2
-0.3 -0.3 0.1
-0.2 -0.1 0.6
0.1 -0.3 -0.2
-0.2 -0.4 0.5
-0.1 0.1 0.0
0.6 0.2 -0.6
0.7 -0.1 0.3
-0.2 0.2 -1.1
-0.6 0.1 0.7
0.8 1.5 2.0
-0.9 -1.6 -3.5
3.3 2.3 -1.0
-1.2 -2.2 1.7
0.1 0.9 -0.5
-0.4 -1.0 -0.6
0.6 -0.1 1.2
0.2 -0.3 0.5
-0.6 -0.9 0.1
-0.1 0.1 -0.4
0.1 0.0 0.1
-0.3 0.1 0.4
0.1 0.0 0.0
-0.2 0.4 0.2
-0.7 0.4 0.2
-0.2 0.6 0.5
-0.7 -1.5 0.5
0.2 0.9 0.9
1.2 -1.0 0.6
0.2 2.2 -0.6
-1.0 -0.5 1.1
-1.1 0.3 -0.9
0.1 1.0 -0.1
0.0 -0.8 -0.4
-0.1 0.1 0.1
0.2 -0.1 0.4
0.6 0.2 -0.4
-0.1 0.5 -0.3
0.4 0.0 -0.2
0.3 -0.2 0.0
0.7 -1.1 -0.2
-0.7 -0.6 -1.2
0.9 0.3 0.1
-2.0 0.1 0.5
-2.2 -2.1 1.6
1.5 1.0 -0.7
1.6 2.0 -1.9
-0.3 -1.1 1.0
-0.6 0.7 -0.5
0.2 -1.3 0.5
0.0 0.2 -0.1
0.8 -0.1 -0.3
0.1 0.3 -0.2
-0.1 0.0 -0.1
0.2 0.3 -0.2
-0.1 -0.4 0.2
-1.1 -0.9 -1.3
1.0 1.5 1.3
0.1 -0.5 0.0
-0.1 0.3 -0.3
1.1 -2.2 -0.7
0.9 0.0 -0.3
-0.6 1.4 0.1
-1.1 0.6 1.8
0.1 0.1 0.1
-0.1 0.0 -0.9
-0.2 -0.1 0.2
-0.2 0.1 -0.1
0.1 0.0 0.0
0.3 -0.1 0.2
0.2 0.4 -0.1
-0.7 1.1 -1.2
-1.1 -1.6 -0.8
0.2 0.8 0.8
0.9 0.1 0.4
0.1 0.1 1.3
-1.1 -0.8 -2.4
0.1 -3.0 2.0
0.3 0.7 0.0
0.5 0.5 0.0
0.1 0.1 -0.2
0.1 0.5 -0.2
0.1 0.5 0.5
0.1 0.5 -0.2
-0.9 -0.9 0.4
-1.6 0.3 0.5
1.8 -0.6 -1.0
-0.2 0.5 0.7
1.5 -0.1 -0.2
0.3 0.7 0.0
0.4 0.1 -0.3
0.1 0.0 0.2
-0.1 0.0 -0.1
-0.2 -0.1 0.4
-0.5 0.4 -0.4
1.0 0.0 0.2
0.0 -0.1 -0.1
-0.2 0.1 -1.0
-0.2 0.0 -0.1
-1.1 -0.3 0.7
1.2 1.3 0.1
-0.2 -2.0 -1.5
-0.6 1.9 0.9
1.8 -1.1 0.8
0.6 0.8 0.3
-1.2 -1.5 -0.6
0.0 0.4 -1.0
-0.7 0.1 0.6
-1.0 -0.6 0.5
0.0 -0.7 0.3
-0.1 0.2 -0.2
0.1 0.1 -0.3
0.0 0.3 0.1
0.5 -0.2 0.0
-0.6 0.2 -0.1
0.1 0.7 0.1
0.7 -2.0 -0.7
-0.6 1.0 0.4
0.2 -1.6 0.7
0.2 0.8 -0.7
0.2 0.8 -0.2
0.5 -1.2 0.3
-0.1 0.3 0.3
0.3 0.7 -0.4
-0.2 0.4 -0.4
-0.3 0.4 0.3
-0.3 0.2 0.3
0.2 0.0 -0.1
-0.5 0.0 0.2
0.0 0.2 0.0
-0.1 0.0 0.1
-0.2 -0.2 -0.2

Output
Orbital gap: 8.2 eV
Structure (SMILES): COP(=O)(OC)OC.COP(=O)(OC)OC.COP(=O)(OC)OC.COP(=O)(OC)OC.Oc1ccc(O)cc1.Oc1ccc(O)cc1.Oc1ccc(O)cc1.COCCOC.COCCOC.COCCOC
Total charge: 0
Energy above the lowest of the compared OMol25 structures with the same formula, charge and spin: 95.90 kcal/mol
DFT total energy: -139400.3728 eV
Lowest unoccupied orbital energy: 0.043 eV